A cluster of 11 separate species, C30H89N11O11 in total in a non-equilibrium geometry. Source: the Open Molecules 2025 dataset; level of theory: ωB97M-V/def2-TZVPD.

Properties
electronic energy = -2626.05889 Eh
ΔE to the lowest compared entry with this formula, charge and spin = 560.15 kJ/mol
orbital gap = 8.93 eV

```
141
C30H89N11O11, DFT ωB97M-V/def2-TZVPD
C 8.076 4.075 16.588
O 7.240 3.543 15.605
C 7.818 2.277 15.073
C 6.738 1.564 14.125
C 5.438 1.186 14.785
N 7.236 0.366 13.448
H 8.936 4.616 16.195
H 8.526 3.375 17.292
H 7.396 4.672 17.196
H 8.774 2.341 14.553
H 8.017 1.540 15.851
H 6.592 2.406 13.449
H 5.015 2.128 15.134
H 5.601 0.599 15.689
H 4.708 0.640 14.187
H 8.231 0.482 13.320
H 6.874 0.432 12.507
C 22.450 -4.183 9.942
O 22.909 -5.283 9.229
C 24.193 -4.986 8.688
C 24.936 -6.097 7.929
C 25.993 -5.628 6.894
N 23.947 -6.911 7.216
H 22.169 -3.369 9.273
H 23.205 -3.900 10.675
H 21.560 -4.368 10.544
H 24.189 -4.056 8.118
H 24.880 -4.903 9.530
H 25.404 -6.665 8.733
H 25.656 -5.057 6.029
H 26.412 -6.524 6.438
H 26.753 -4.973 7.320
H 23.669 -6.456 6.358
H 23.117 -6.861 7.790
C 15.338 -1.713 21.613
O 15.769 -1.103 20.452
C 15.125 0.135 20.224
C 15.519 0.606 18.816
C 16.985 0.773 18.593
N 14.818 1.834 18.428
H 15.838 -1.340 22.507
H 15.741 -2.726 21.626
H 14.290 -1.877 21.865
H 14.060 0.095 20.451
H 15.569 0.825 20.942
H 15.114 -0.116 18.107
H 17.549 0.910 19.515
H 17.326 1.571 17.933
H 17.356 -0.128 18.105
H 15.394 2.100 17.643
H 15.266 2.476 19.066
C 21.106 -0.395 4.912
O 20.329 -0.937 3.892
C 19.785 -2.264 4.164
C 18.208 -2.207 4.301
C 17.729 -1.824 5.742
N 17.676 -3.512 4.095
H 21.166 0.689 4.813
H 22.117 -0.788 4.799
H 20.777 -0.627 5.925
H 20.036 -2.947 3.352
H 20.210 -2.751 5.042
H 17.855 -1.491 3.558
H 16.660 -1.881 5.944
H 18.129 -0.838 5.982
H 18.193 -2.515 6.445
H 17.930 -3.954 3.223
H 16.699 -3.701 4.269
C 16.896 4.757 5.693
O 17.449 5.603 6.711
C 18.607 5.078 7.311
C 19.636 6.190 7.114
C 20.956 5.794 7.842
N 19.209 7.505 7.717
H 15.928 5.187 5.437
H 16.527 3.797 6.053
H 17.464 4.675 4.766
H 18.480 4.834 8.366
H 18.927 4.155 6.828
H 19.792 6.182 6.035
H 21.330 4.809 7.561
H 20.910 5.736 8.930
H 21.789 6.417 7.516
H 19.512 8.122 6.977
H 18.222 7.332 7.592
C 9.735 1.620 5.271
O 9.728 2.367 6.465
C 8.792 2.043 7.487
C 7.281 1.949 7.011
C 6.717 3.192 6.326
N 6.392 1.477 8.019
H 9.750 0.562 5.534
H 10.628 1.895 4.710
H 8.866 1.775 4.632
H 9.074 1.079 7.910
H 9.009 2.807 8.233
H 7.329 1.109 6.317
H 6.729 4.030 7.023
H 5.720 2.972 5.945
H 7.324 3.505 5.477
H 5.434 1.316 7.742
H 6.127 2.083 8.782
C 12.833 7.461 12.368
O 13.335 8.728 12.078
C 14.347 9.188 13.039
C 14.712 10.675 12.731
C 15.484 11.425 13.839
N 13.443 11.448 12.518
H 13.598 6.723 12.127
H 11.995 7.394 11.675
H 12.421 7.433 13.376
H 14.188 9.035 14.107
H 15.210 8.553 12.839
H 15.344 10.750 11.846
H 16.434 10.943 14.069
H 15.067 11.742 14.795
H 15.728 12.424 13.475
H 12.996 10.639 12.110
H 13.009 11.593 13.419
N 15.847 -6.567 16.586
C 16.185 -6.269 15.395
N 17.504 -6.380 15.261
O 15.455 -5.926 14.518
H 14.869 -6.763 16.744
H 16.267 -6.190 17.424
H 17.948 -6.439 16.166
H 17.932 -6.623 14.379
N 15.889 -0.255 11.810
C 14.821 0.263 11.320
N 15.200 1.252 10.571
O 13.652 -0.075 11.443
H 16.839 0.012 11.598
H 15.710 -1.004 12.464
H 16.171 1.520 10.490
H 14.549 1.903 10.156
O 20.902 1.748 11.906
H 20.582 2.640 12.036
H 21.537 1.615 12.609
O 11.262 -4.367 10.840
H 11.831 -3.622 10.645
H 11.592 -4.710 11.671
```

Results of the Löwdin charge analysis, in e, for atoms 1 through 4:
1 C -0.15
2 O -0.18
3 C -0.14
4 C -0.44



A cluster of 12 separate species, C30H90N18O12 in total in a non-equilibrium geometry. Source: the Open Molecules 2025 dataset; level of theory: ωB97M-V/def2-TZVPD.

Properties
electronic energy = -3085.40634 Eh
ΔE to the lowest compared entry with this formula, charge and spin = 718.85 kJ/mol
orbital gap = 8.83 eV

```
150
C30H90N18O12, DFT ωB97M-V/def2-TZVPD
C 1.274 7.405 -3.970
O 1.548 6.180 -3.375
C 2.469 5.500 -4.283
C 3.129 4.150 -3.763
C 3.663 3.333 -4.888
N 2.355 3.217 -2.960
H 2.161 8.000 -3.749
H 0.396 7.730 -3.413
H 1.109 7.334 -5.045
H 1.850 5.239 -5.142
H 3.266 6.131 -4.675
H 3.994 4.475 -3.185
H 4.534 2.730 -4.631
H 4.106 4.092 -5.534
H 2.781 2.983 -5.425
H 2.842 2.347 -2.800
H 1.514 3.094 -3.506
C -0.747 1.716 -0.692
O -1.980 1.291 -0.131
C -3.033 2.154 0.110
C -2.588 3.141 1.086
C -2.072 2.775 2.415
N -3.719 4.130 1.236
H -0.900 2.570 -1.352
H -0.355 0.845 -1.218
H -0.135 2.013 0.159
H -3.195 2.638 -0.853
H -3.846 1.475 0.364
H -1.793 3.737 0.638
H -1.074 2.340 2.469
H -2.636 2.063 3.017
H -2.030 3.716 2.963
H -4.351 3.684 1.885
H -4.211 4.185 0.356
C 3.674 -2.304 -1.972
O 2.768 -2.931 -0.995
C 2.896 -4.370 -0.974
C 2.061 -5.166 0.143
C 2.650 -6.470 0.627
N 0.676 -5.358 -0.173
H 3.498 -2.683 -2.979
H 4.743 -2.492 -1.877
H 3.549 -1.221 -1.978
H 2.786 -4.655 -2.020
H 3.941 -4.473 -0.680
H 2.060 -4.480 0.990
H 2.994 -7.018 -0.251
H 1.836 -6.985 1.137
H 3.590 -6.410 1.175
H 0.163 -4.614 -0.624
H 0.799 -6.088 -0.859
C 1.676 4.584 3.463
O 1.655 5.313 2.185
C 2.489 4.815 1.190
C 2.213 5.918 0.035
C 0.711 5.851 -0.502
N 3.064 5.661 -1.108
H 1.968 3.548 3.295
H 0.665 4.716 3.849
H 2.280 5.136 4.183
H 3.562 4.893 1.366
H 2.125 3.820 0.936
H 2.410 6.872 0.524
H 0.471 6.739 -1.087
H 0.050 6.009 0.350
H 0.572 4.958 -1.112
H 2.573 6.134 -1.853
H 2.844 4.749 -1.484
C 2.229 -1.514 5.252
O 1.986 -1.348 3.818
C 3.024 -0.737 3.033
C 2.525 -0.388 1.601
C 3.748 0.340 0.904
N 1.315 0.480 1.607
H 2.667 -0.702 5.832
H 3.031 -2.243 5.368
H 1.285 -1.801 5.715
H 3.301 0.159 3.588
H 3.916 -1.362 3.014
H 2.279 -1.325 1.101
H 3.925 1.321 1.345
H 3.607 0.537 -0.159
H 4.700 -0.191 0.898
H 0.606 0.232 2.282
H 1.616 1.339 2.046
C -2.233 -0.957 3.588
O -1.284 0.054 3.955
C -1.487 0.744 5.192
C -0.539 1.900 5.414
C 0.933 1.545 5.270
N -0.531 2.481 6.780
H -3.220 -0.499 3.638
H -2.248 -1.782 4.300
H -2.118 -1.290 2.557
H -2.516 1.077 5.327
H -1.372 0.006 5.985
H -0.664 2.544 4.544
H 1.278 0.732 5.910
H 1.730 2.285 5.202
H 1.191 1.191 4.272
H -0.332 3.463 6.649
H -1.489 2.612 7.072
N 0.458 -1.513 -0.424
C -0.635 -2.189 -0.672
N -1.761 -1.464 -0.446
O -0.711 -3.251 -1.279
H 0.427 -0.537 -0.164
H 1.306 -2.009 -0.656
H -1.662 -0.459 -0.454
H -2.658 -1.857 -0.695
N -3.494 -2.968 -4.099
C -3.783 -4.239 -4.009
N -2.828 -4.983 -4.473
O -4.872 -4.666 -3.615
H -2.720 -2.710 -4.695
H -4.314 -2.380 -4.091
H -1.973 -4.526 -4.755
H -2.825 -5.992 -4.428
N -5.466 -3.980 -0.790
C -4.962 -2.857 -0.453
N -4.845 -2.892 0.864
O -4.728 -1.877 -1.156
H -5.635 -4.179 -1.766
H -5.342 -4.749 -0.147
H -4.707 -1.949 1.201
H -5.123 -3.671 1.443
N -4.733 0.419 -3.112
C -4.904 -0.059 -4.281
N -5.790 -0.992 -4.419
O -4.080 0.125 -5.095
H -4.977 -0.189 -2.343
H -3.948 1.053 -3.138
H -5.728 -1.477 -5.303
H -6.163 -1.303 -3.534
N 0.043 -5.650 -3.261
C 0.614 -4.959 -4.189
N 0.043 -3.771 -4.245
O 1.420 -5.399 -4.951
H -0.718 -5.269 -2.716
H 0.200 -6.645 -3.191
H -0.162 -3.334 -3.358
H 0.302 -3.147 -4.996
N -0.223 -5.501 2.595
C -0.096 -4.614 3.492
N 0.173 -3.454 2.892
O -0.104 -4.914 4.664
H -0.525 -6.402 2.937
H -0.038 -5.394 1.608
H 0.700 -3.636 2.050
H 0.348 -2.902 3.720
```

Results of the Löwdin charge analysis, in e, for atoms 1 through 4:
1 C -0.12
2 O -0.25
3 C -0.14
4 C -0.46



A cluster of 15 separate species, C30H90O30 in total in a non-equilibrium geometry. Source: the Open Molecules 2025 dataset; level of theory: ωB97M-V/def2-TZVPD.

Properties
electronic energy = -3454.01026 Eh
ΔE to the lowest compared entry with this formula, charge and spin = 68.37 kJ/mol
orbital gap = 10.35 eV

```
150
C30H90O30, DFT ωB97M-V/def2-TZVPD
C -7.005 -14.792 9.914
C -7.243 -15.270 11.289
O -8.470 -14.803 11.965
O -7.780 -15.499 8.964
H -5.929 -15.001 9.595
H -7.166 -13.715 9.803
H -6.387 -14.940 11.916
H -7.316 -16.333 11.325
H -8.141 -14.082 12.587
H -8.765 -15.534 9.133
C -10.760 -11.777 9.742
C -12.037 -12.039 9.148
O -12.917 -12.643 10.090
O -10.797 -10.879 10.819
H -10.196 -11.316 8.952
H -10.201 -12.684 10.033
H -11.947 -12.612 8.220
H -12.454 -11.105 8.865
H -12.352 -13.283 10.533
H -11.464 -11.212 11.405
C -12.931 -16.381 11.128
C -11.394 -16.550 11.128
O -10.856 -15.152 11.103
O -13.605 -16.384 12.377
H -13.493 -17.129 10.680
H -13.059 -15.379 10.672
H -11.101 -17.122 10.214
H -11.072 -17.025 12.074
H -9.948 -15.200 11.456
H -13.245 -15.746 12.964
C -11.495 -13.612 15.131
C -11.247 -12.504 14.125
O -11.808 -12.849 12.832
O -10.652 -14.747 14.783
H -12.576 -13.931 15.171
H -11.244 -13.244 16.162
H -10.196 -12.224 14.016
H -11.686 -11.566 14.399
H -11.159 -13.551 12.485
H -10.723 -15.489 15.411
C -12.591 -15.918 20.646
C -11.370 -15.340 20.025
O -10.936 -14.271 20.822
O -13.217 -16.804 19.755
H -13.273 -15.157 20.932
H -12.355 -16.483 21.575
H -11.577 -15.025 18.995
H -10.572 -16.094 19.923
H -10.316 -13.698 20.322
H -13.883 -16.357 19.210
C -15.734 -16.392 15.222
C -15.318 -17.751 14.800
O -13.982 -18.035 14.891
O -15.008 -15.381 14.598
H -15.413 -16.215 16.202
H -16.808 -16.132 15.329
H -15.751 -18.035 13.866
H -15.790 -18.433 15.507
H -13.480 -17.453 14.297
H -15.164 -15.394 13.645
C -10.871 -20.318 17.365
C -11.918 -19.445 18.043
O -11.361 -18.135 18.333
O -11.411 -21.557 17.099
H -9.996 -20.433 18.093
H -10.541 -19.780 16.464
H -12.293 -19.936 18.925
H -12.764 -19.363 17.327
H -12.062 -17.607 18.759
H -11.992 -21.608 16.308
C -8.667 -16.996 17.039
C -7.780 -16.189 16.176
O -8.056 -14.717 16.386
O -9.983 -17.013 16.437
H -8.658 -16.620 18.083
H -8.315 -18.060 17.175
H -7.924 -16.341 15.183
H -6.765 -16.351 16.588
H -8.819 -14.652 15.806
H -10.596 -17.541 16.987
C -12.482 -8.464 13.089
C -11.012 -7.854 13.002
O -10.467 -8.347 11.814
O -12.371 -9.844 12.817
H -13.216 -8.004 12.314
H -12.967 -8.237 14.072
H -10.406 -8.267 13.794
H -11.086 -6.760 13.029
H -10.976 -9.146 11.466
H -13.258 -10.270 12.828
C -8.739 -10.920 16.957
C -8.570 -11.898 18.110
O -9.435 -13.030 17.980
O -8.593 -11.656 15.757
H -7.936 -10.201 16.901
H -9.760 -10.397 16.892
H -8.751 -11.367 19.088
H -7.553 -12.319 18.140
H -8.958 -13.624 17.397
H -8.830 -11.103 15.042
C -10.894 -19.458 13.558
C -12.205 -20.233 13.321
O -12.907 -20.660 14.505
O -11.232 -18.280 14.252
H -10.459 -19.234 12.564
H -10.164 -20.028 14.179
H -11.996 -21.106 12.701
H -12.731 -19.455 12.766
H -13.253 -19.845 14.899
H -10.513 -17.802 14.615
C -6.824 -11.869 13.184
C -7.724 -10.998 12.316
O -8.637 -10.340 13.150
O -7.463 -13.030 13.718
H -6.442 -11.250 14.008
H -5.940 -12.226 12.565
H -8.153 -11.627 11.565
H -7.096 -10.281 11.771
H -9.236 -9.758 12.643
H -7.830 -12.824 14.637
C -15.135 -12.431 13.214
C -14.941 -11.754 14.515
O -15.765 -12.289 15.552
O -14.494 -11.572 12.286
H -16.193 -12.444 12.964
H -14.743 -13.456 13.235
H -15.338 -10.821 14.375
H -13.922 -11.756 14.848
H -15.411 -13.165 15.612
H -13.951 -12.075 11.677
C -15.897 -14.316 19.445
C -17.002 -13.862 18.564
O -16.900 -12.453 18.333
O -14.723 -14.544 18.715
H -16.056 -15.281 19.891
H -15.708 -13.664 20.298
H -17.867 -14.072 19.047
H -16.974 -14.532 17.675
H -16.289 -12.321 17.602
H -14.175 -13.773 18.915
C -12.467 -11.771 19.061
C -12.927 -10.906 17.865
O -13.389 -11.779 16.857
O -13.585 -12.296 19.786
H -11.834 -11.248 19.809
H -11.905 -12.595 18.646
H -11.990 -10.508 17.468
H -13.591 -10.093 18.130
H -14.381 -11.741 16.880
H -14.078 -11.499 20.002
```

Results of the Löwdin charge analysis, in e, for atoms 1 through 4:
1 C -0.26
2 C -0.19
3 O -0.12
4 O -0.09